(1)
ORCA calculation (wB97M-V/def2-TZVPD) on an isolated molecule of C12H23BO6.

Computed properties:
relative energy (zero: lowest compared OMol25 entry of this formula, charge and spin) = 0.00 kcal/mol
Kohn-Sham gap = 11.12 eV
total energy = -947.450254 Ha
LUMO energy = 0.0210 Ha
SMILES string = CCCC[C@@]1(C)OC(=O)O[C@@]1(CCCCO)B(O)O

Cartesian coordinates (Å):
C -3.07 0.71 -2.09
C -1.64 0.45 -2.59
C -1.09 -0.89 -2.11
C 0.44 -0.93 -2.02
C 1.01 -1.68 -0.83
C 0.29 -3.02 -0.55
O 2.42 -2.05 -1.11
C 2.99 -2.33 0.08
O 4.01 -2.91 0.24
O 2.21 -1.84 1.09
C 1.29 -0.89 0.46
C 0.08 -0.63 1.35
C -0.54 0.76 1.15
C -0.05 1.85 2.11
C -1.14 2.55 2.93
O -1.13 3.94 2.62
B 2.22 0.44 0.29
O 3.08 0.76 1.31
O 2.22 1.24 -0.81
H -3.61 1.39 -2.74
H -3.06 1.12 -1.08
H -3.63 -0.23 -2.05
H -0.98 1.26 -2.26
H -1.64 0.48 -3.68
H -1.44 -1.66 -2.80
H -1.55 -1.13 -1.15
H 0.81 0.09 -2.02
H 0.87 -1.39 -2.91
H 0.16 -3.20 0.51
H -0.68 -3.07 -1.03
H 0.89 -3.83 -0.96
H 0.40 -0.74 2.39
H -0.67 -1.40 1.18
H -0.40 1.08 0.11
H -1.62 0.65 1.28
H 0.46 2.64 1.55
H 0.71 1.44 2.78
H -0.97 2.41 4.00
H -2.12 2.13 2.68
H -1.47 4.43 3.38
H 2.99 0.18 2.07
H 2.97 1.84 -0.80

(2)
ORCA calculation (wB97M-V/def2-TZVPD) on a 2-piece molecular cluster, C12H23ClN3O2 overall.

Computed properties:
Kohn-Sham gap = 8.65 eV
total energy = -1245.595473 Ha
LUMO energy = -0.1158 Ha
net charge = +1

Cartesian coordinates (Å):
C -1.27 -4.85 -0.47
C -1.29 -3.45 -0.35
C -0.39 -2.47 -1.20
N 0.27 -1.46 -0.32
C 0.82 -0.38 -1.23
C -0.46 0.42 -1.72
N -1.48 -0.42 -2.40
C -2.86 -0.16 -1.95
C -3.24 -0.72 -0.54
N -4.31 -1.44 -0.47
C -1.11 -1.85 -2.49
Cl -2.49 -2.94 -2.96
H -0.37 -5.49 -0.36
H -2.26 -5.35 -0.69
H -1.96 -3.00 0.44
H 0.45 -3.13 -1.60
H 1.08 -1.84 0.20
H -0.40 -1.00 0.32
H 1.54 0.30 -0.69
H 1.37 -0.81 -2.11
H -0.11 1.22 -2.44
H -0.88 0.99 -0.84
H -3.65 -0.45 -2.70
H -2.95 0.97 -1.87
H -2.66 -0.56 0.42
H -4.47 -1.75 0.50
H -0.37 -1.94 -3.34
O 0.27 1.87 0.75
C 1.21 2.44 1.25
O 2.20 1.74 1.81
C 3.46 2.30 2.23
C 3.37 2.83 3.65
C 1.24 3.94 1.35
H 3.80 3.06 1.53
H 4.18 1.49 2.20
H 2.65 3.65 3.73
H 4.34 3.20 3.98
H 3.04 2.04 4.33
H 0.74 4.26 2.26
H 0.70 4.35 0.49
H 2.24 4.36 1.31

(3)
ORCA calculation (wB97M-V/def2-TZVPD) on C12H23F3NO2P2V as an isolated structure.

Computed properties:
relative energy (zero: lowest compared OMol25 entry of this formula, charge and spin) = 9.61 kcal/mol
⟨S²⟩ = 2.042
Kohn-Sham gap (alpha / beta) = 7.39 / 8.16 eV
total energy = -2601.988757 Ha
LUMO energy (alpha / beta) = -0.3263 / -0.2979 Ha
multiplicity = 3
net charge = +2

Cartesian coordinates (Å):
V 0.45 -0.63 -0.25
P 1.61 1.22 -0.94
C 1.28 1.08 -2.77
C 0.19 0.10 -3.13
N -0.30 -0.69 -2.17
C -1.17 -1.68 -2.42
C -1.49 -2.01 -3.74
C -0.95 -1.25 -4.77
C -0.15 -0.15 -4.46
C -1.74 -2.42 -1.24
P -1.81 -1.28 0.23
H 0.29 0.46 -5.25
H -2.14 -2.86 -3.89
H -1.14 -1.54 -5.81
H -2.78 -2.72 -1.45
H -1.16 -3.33 -0.99
H 1.23 2.05 -3.24
H 2.18 0.66 -3.17
H -3.19 3.06 -3.21
O -3.36 4.04 -3.26
H -2.44 4.42 -3.32
H -3.11 2.64 1.01
O -2.68 3.01 1.77
H -2.57 3.96 1.57
C -3.49 -0.63 -0.11
H -4.11 -1.48 -0.42
H -3.92 -0.19 0.80
H -3.50 0.12 -0.90
C -2.20 -2.13 1.79
H -2.36 -1.32 2.51
H -3.10 -2.75 1.72
H -1.34 -2.72 2.11
C 3.40 1.17 -1.21
H 3.65 1.92 -1.99
H 3.96 1.37 -0.29
H 3.64 0.17 -1.60
C 1.31 2.94 -0.43
H 1.94 3.15 0.45
H 1.58 3.66 -1.23
H 0.26 3.10 -0.13
F 2.48 -2.62 -0.80
C 1.88 -2.04 0.30
F 1.36 -3.08 1.06
F 2.90 -1.48 1.06

(4)
ORCA calculation (wB97M-V/def2-TZVPD) on C12H23N2O2P2PdSe as an isolated structure.

Computed properties:
relative energy (zero: lowest compared OMol25 entry of this formula, charge and spin) = 0.00 kcal/mol
⟨S²⟩ = 6.024
Kohn-Sham gap (alpha / beta) = 8.76 / 5.28 eV
total energy = -3941.934388 Ha
LUMO energy (alpha / beta) = -0.3509 / -0.4975 Ha
multiplicity = 5
net charge = +3

Cartesian coordinates (Å):
Pd 0.00 0.49 -0.07
P 1.89 -0.81 0.07
C 2.25 -0.96 -1.74
C 1.03 -1.48 -2.45
N -0.12 -1.03 -1.95
C -1.29 -1.38 -2.50
C -1.33 -2.27 -3.58
C -0.14 -2.74 -4.13
C 1.07 -2.34 -3.56
C -2.55 -0.81 -1.89
P -2.13 0.60 -0.81
H 2.05 -2.68 -3.89
H -2.33 -2.48 -3.96
H -0.16 -3.39 -5.00
H -3.24 -0.47 -2.66
H -3.08 -1.57 -1.29
H 2.48 0.08 -2.05
H 3.12 -1.61 -1.87
H 0.94 3.17 -1.77
O 1.55 2.42 -2.06
H 2.11 2.72 -2.80
H -0.27 3.65 -0.11
O -0.17 4.05 -1.00
H -0.51 4.96 -0.99
C -2.19 2.00 -1.95
H -3.16 1.99 -2.46
H -2.00 2.92 -1.39
H -1.37 1.90 -2.68
C -3.40 0.82 0.45
H -3.12 1.69 1.05
H -4.36 0.98 -0.04
H -3.44 -0.07 1.10
C 1.94 -2.45 0.86
H 2.95 -2.87 0.76
H 1.71 -2.32 1.92
H 1.21 -3.14 0.42
C 3.28 0.13 0.73
H 3.01 0.39 1.75
H 4.17 -0.52 0.72
H 3.44 1.03 0.13
Se 0.19 0.38 4.98
C 0.05 0.44 3.21
N -0.08 0.55 2.04

(5)
ORCA calculation (wB97M-V/def2-TZVPD) on C12H23N2O2P2Ti as an isolated structure.

Computed properties:
relative energy (zero: lowest compared OMol25 entry of this formula, charge and spin) = 0.00 kcal/mol
Kohn-Sham gap (alpha / beta) = 7.27 / 7.27 eV
total energy = -2262.213863 Ha
LUMO energy (alpha / beta) = -0.4638 / -0.4638 Ha
net charge = +3

Cartesian coordinates (Å):
Ti 0.30 0.81 -0.74
P 2.08 -0.58 0.09
C 2.39 -0.94 -1.71
C 1.14 -1.46 -2.39
N -0.01 -0.86 -1.98
C -1.21 -1.27 -2.44
C -1.28 -2.27 -3.41
C -0.11 -2.84 -3.89
C 1.11 -2.43 -3.37
C -2.45 -0.61 -1.89
P -2.09 0.93 -0.95
H 2.06 -2.87 -3.69
H -2.27 -2.56 -3.76
H -0.16 -3.60 -4.67
H -3.14 -0.35 -2.70
H -2.97 -1.30 -1.21
H 2.74 0.03 -2.19
H 3.21 -1.67 -1.72
H 0.75 3.22 -1.65
O 1.27 2.26 -1.76
H 1.95 2.29 -2.46
H -0.35 3.65 -0.20
O -0.24 4.06 -1.10
H -0.13 5.03 -0.97
C -2.64 2.22 -2.10
H -3.69 2.02 -2.37
H -2.55 3.21 -1.63
H -2.02 2.20 -3.00
C -3.30 0.93 0.39
H -2.96 1.65 1.16
H -4.29 1.22 0.02
H -3.34 -0.06 0.85
C 1.85 -2.20 0.86
H 2.74 -2.83 0.70
H 1.69 -2.06 1.94
H 0.97 -2.71 0.45
C 3.65 0.05 0.71
H 3.51 0.36 1.75
H 4.42 -0.73 0.66
H 3.96 0.92 0.11
N -0.32 1.17 2.47
C -0.06 1.00 1.32

(6)
ORCA calculation (wB97M-V/def2-TZVPD) on C12H23N2O2P2Tl as an isolated structure.

Computed properties:
relative energy (zero: lowest compared OMol25 entry of this formula, charge and spin) = 64.96 kcal/mol
Kohn-Sham gap (alpha / beta) = 4.93 / 6.77 eV
total energy = -1585.505633 Ha
LUMO energy (alpha / beta) = -0.3847 / -0.3284 Ha
net charge = +2

Cartesian coordinates (Å):
Tl 0.82 0.80 1.73
P 2.01 1.39 -0.55
C 1.04 0.85 -1.93
C 0.39 -0.44 -1.82
N 0.06 -0.88 -0.56
C -0.62 -2.02 -0.40
C -0.96 -2.83 -1.48
C -0.63 -2.43 -2.77
C 0.05 -1.24 -2.95
C -1.02 -2.46 1.00
P -1.07 -1.06 2.19
H 0.34 -0.87 -3.93
H -1.47 -3.77 -1.26
H -0.88 -3.06 -3.62
H -2.01 -2.94 1.02
H -0.30 -3.20 1.41
H -0.59 1.92 -2.32
H 1.41 1.10 -2.94
H -1.62 2.71 -0.58
O -1.32 2.54 -2.05
H -1.74 2.87 -2.86
H -0.29 2.31 1.81
O -1.63 2.77 0.45
H -2.52 2.56 0.80
C -2.74 -0.38 1.88
H -3.47 -1.18 2.06
H -2.93 0.46 2.58
H -2.83 -0.05 0.84
C -1.16 -1.86 3.82
H -1.33 -1.09 4.59
H -2.00 -2.56 3.82
H -0.23 -2.41 4.02
C 3.77 0.93 -0.69
H 4.21 1.32 -1.63
H 4.35 1.35 0.14
H 3.90 -0.16 -0.67
C 1.96 3.21 -0.69
H 2.59 3.67 0.09
H 2.35 3.51 -1.67
H 0.93 3.56 -0.58
N 2.98 -1.91 1.84
C 2.19 -1.03 1.84